[1]
C45H45CsN9O2P2S2 as an isolated structure. Source: the Open Molecules 2025 dataset; level of theory: the ωB97M-V functional and the def2-TZVPD basis.

Computed properties:
Kohn-Sham gap = 0.2063 Ha
ΔE to the lowest compared entry with this formula, charge and spin = 14.6 kcal/mol
lowest unoccupied orbital energy = 1.852 eV
E_tot = -3884.4742 a.u.
HOMO energy = -3.76 eV

```
! RIJCOSX wB97M-V def2-TZVPD def2/J DEFGRID3
* xyz -1 1
Cs 2.513 0.125 -1.186
N -0.160 2.382 2.253
C 0.585 1.761 1.313
N 1.857 1.575 1.382
C 2.557 2.114 2.448
N 3.840 2.167 2.458
N 4.440 1.833 1.267
C 5.167 0.797 1.262
C 5.880 0.374 0.037
C 6.531 -0.859 0.044
C 7.174 -1.288 -1.103
C 7.151 -0.473 -2.223
C 6.473 0.736 -2.136
N 5.846 1.158 -1.046
C 1.796 2.643 3.593
C 2.390 3.027 4.792
C 1.631 3.565 5.813
C 0.256 3.732 5.641
C -0.353 3.353 4.463
C 0.417 2.800 3.440
H -1.139 2.547 2.063
H 0.042 1.361 0.455
H 5.255 0.149 2.136
H 6.502 -1.471 0.936
H 7.677 -2.247 -1.126
H 7.634 -0.764 -3.146
H 6.424 1.398 -2.995
H 3.459 2.898 4.892
H 2.101 3.862 6.741
H -0.341 4.160 6.437
H -1.420 3.477 4.317
S 0.064 -2.315 -1.661
P -1.076 -0.752 -2.263
C -0.578 0.740 -1.806
P -0.888 2.354 -1.787
S 0.670 3.587 -1.489
C -2.094 2.785 -0.438
C -2.755 1.771 0.246
C -3.583 2.059 1.329
C -3.752 3.374 1.739
C -3.103 4.398 1.053
C -2.283 4.105 -0.026
C -1.814 2.977 -3.257
C -1.143 3.612 -4.297
C -1.811 3.949 -5.467
C -3.164 3.668 -5.606
C -3.847 3.056 -4.564
C -3.175 2.714 -3.399
C -2.808 -1.140 -1.728
C -3.884 -0.550 -2.391
C -5.175 -0.666 -1.898
C -5.413 -1.375 -0.726
C -4.352 -1.980 -0.067
C -3.062 -1.868 -0.572
C -1.285 -0.956 -4.082
C -0.902 0.068 -4.936
C -1.075 -0.054 -6.311
C -1.632 -1.208 -6.839
C -2.009 -2.245 -5.989
C -1.833 -2.119 -4.621
H -2.589 0.747 -0.068
H -4.089 1.253 1.848
H -4.389 3.605 2.585
H -3.229 5.426 1.372
H -1.742 4.892 -0.537
H -0.092 3.843 -4.168
H -1.274 4.437 -6.272
H -3.685 3.930 -6.519
H -4.906 2.843 -4.660
H -3.712 2.231 -2.590
H -3.703 0.012 -3.301
H -5.998 -0.199 -2.426
H -6.420 -1.460 -0.336
H -4.530 -2.547 0.840
H -2.228 -2.350 -0.077
H -0.469 0.963 -4.507
H -0.783 0.760 -6.964
H -1.774 -1.306 -7.909
H -2.440 -3.151 -6.398
H -2.116 -2.927 -3.956
N 0.362 -0.991 3.055
C 0.925 -1.797 1.972
C 0.234 -3.168 1.806
C 1.026 -4.275 1.089
C 1.134 -5.547 1.927
N 1.781 -5.296 3.225
C 1.047 -4.958 4.337
N 1.371 -3.926 5.038
N -0.028 -5.783 4.588
C 2.434 -1.926 2.150
O 2.907 -2.400 3.306
O 3.213 -1.660 1.265
H 0.099 -1.576 3.841
H -0.473 -0.515 2.736
H 0.801 -1.257 1.033
H -0.688 -2.976 1.258
H -0.059 -3.507 2.802
H 2.035 -3.935 0.837
H 0.558 -4.508 0.131
H 1.708 -6.306 1.394
H 0.142 -5.958 2.113
H 2.583 -4.684 3.141
H 2.227 -2.682 3.967
H 0.852 -3.870 5.907
H 0.062 -6.743 4.301
H -0.512 -5.638 5.457
*
```

Results of the Mulliken charge analysis, in e, for atoms 1 through 4: Cs 1.655; N 0.963; C -2.049; N 0.749


[2]
C45H45N3O2PPdS3Se as an isolated structure in a non-equilibrium geometry. Source: the Open Molecules 2025 dataset; level of theory: the ωB97M-V functional and the def2-TZVPD basis.

Computed properties:
Kohn-Sham gap = 0.1559 Ha
ΔE to the lowest compared entry with this formula, charge and spin = 0.0 kcal/mol
lowest unoccupied orbital energy = -10.627 eV
E_tot = -6120.8871 a.u.
HOMO energy = -14.87 eV

```
! RIJCOSX wB97M-V def2-TZVPD def2/J DEFGRID3
* xyz 3 1
Pd -0.900 -0.472 0.068
C 4.826 -0.873 -0.199
C 4.377 0.157 0.828
S 2.644 0.681 0.638
C 1.831 0.088 2.137
C 1.568 -1.406 2.241
S 0.430 -2.149 1.018
C 1.503 -3.175 -0.028
C 2.589 -2.506 -0.854
S 4.166 -2.528 0.059
H 5.909 -0.986 -0.138
H 4.606 -0.544 -1.216
H 4.982 1.059 0.723
H 4.522 -0.215 1.843
H 0.892 0.650 2.195
H 2.423 0.380 3.007
H 1.122 -1.628 3.212
H 2.495 -1.972 2.151
H 0.808 -3.738 -0.645
H 1.927 -3.889 0.683
H 2.326 -1.484 -1.121
H 2.718 -3.073 -1.776
Se -2.933 1.729 -1.762
N -2.330 1.002 -0.232
C -2.977 1.572 0.782
C -2.831 1.259 2.167
C -3.598 1.930 3.062
C -4.538 2.943 2.666
C -4.702 3.277 1.368
C -3.924 2.589 0.380
N -4.021 2.808 -0.917
H -2.132 0.493 2.476
H -3.510 1.699 4.116
H -5.122 3.434 3.432
H -5.406 4.032 1.045
C 2.597 6.338 3.783
C 2.879 6.052 2.335
C 4.000 6.628 1.724
C 4.388 6.382 0.389
C 3.613 5.584 -0.382
C 2.389 5.033 0.165
N 1.553 4.313 -0.545
C 1.536 4.234 -1.909
C 1.918 5.284 -2.767
C 1.850 5.111 -4.135
C 1.407 3.904 -4.662
C 0.969 2.876 -3.822
C 0.993 3.036 -2.456
C 0.430 1.942 -1.585
O 0.053 0.886 -2.049
O 0.308 2.214 -0.300
C 2.063 5.233 1.575
C 0.848 4.607 2.171
H 3.427 6.870 4.242
H 2.433 5.420 4.347
H 1.705 6.960 3.892
H 4.634 7.267 2.329
H 5.317 6.791 0.017
H 3.936 5.277 -1.367
H 0.688 3.124 -0.177
H 2.172 6.252 -2.354
H 2.120 5.924 -4.795
H 1.366 3.772 -5.735
H 0.598 1.947 -4.234
H 0.072 4.392 1.443
H 0.422 5.245 2.944
H 1.141 3.667 2.653
C -6.149 -0.447 -2.337
C -5.974 -0.181 -0.982
C -4.872 -0.683 -0.315
C -3.924 -1.451 -1.003
C -4.113 -1.729 -2.356
C -5.226 -1.224 -3.017
P -2.501 -2.054 -0.072
C -1.744 -3.389 -1.000
C -1.049 -3.082 -2.176
C -0.474 -4.097 -2.922
C -0.572 -5.416 -2.489
C -1.237 -5.719 -1.309
C -1.825 -4.708 -0.558
C -3.173 -2.661 1.474
C -4.291 -3.500 1.388
C -4.836 -4.036 2.543
C -4.287 -3.725 3.781
C -3.187 -2.885 3.870
C -2.625 -2.356 2.718
H -7.019 -0.064 -2.853
H -6.708 0.404 -0.445
H -4.756 -0.495 0.746
H -3.426 -2.359 -2.898
H -5.376 -1.459 -4.062
H -0.941 -2.052 -2.500
H 0.052 -3.863 -3.837
H -0.122 -6.208 -3.071
H -1.305 -6.744 -0.972
H -2.346 -4.951 0.359
H -4.731 -3.736 0.428
H -5.692 -4.693 2.476
H -4.723 -4.139 4.681
H -2.765 -2.644 4.836
H -1.759 -1.711 2.793
*
```

Results of the Mulliken charge analysis, in e, for atoms 1 through 4: Pd 1.637; C -0.658; C -0.954; S 0.175